Model i:
A structure of composition C9H11N2, computed with the ωB97M-V functional and the def2-TZVPD basis.

Values from the calculation:
E_LUMO = -0.126 Eh
Frontier orbital gap = 9.27 eV
Molecular weight = 147.20 g mol⁻¹
Total charge = +1
HOMO = -12.690 eV

Last column: Mulliken charge in e.
CARTESIAN COORDINATES (ANGSTROEM)
1 C -2.64999 -0.68422 0.12598  -0.42
2 C -2.68264 0.67418 -0.04619  -0.66
3 C -1.47668 -1.41842 0.20330  -0.50
4 C -1.43195 1.33222 -0.24064  -0.15
5 C -0.26925 -0.74099 0.04287  0.83
6 C -0.24117 0.64647 -0.15865  0.13
7 C 1.08130 -1.30480 0.06615  0.13
8 C 1.49213 -2.57910 -0.00672  -0.91
9 C 0.99179 1.33292 -0.42259  -0.01
10 N 1.20538 2.26609 0.51566  -0.44
11 N 2.10365 -0.17782 -0.13541  -0.35
12 H -3.60988 -1.27465 0.24892  0.33
13 H -3.59863 1.39276 -0.00553  0.32
14 H -1.34369 -2.55729 0.39034  0.17
15 H -1.39845 2.49157 -0.22817  0.31
16 H 2.63745 -2.69333 -0.12120  0.27
17 H 0.74622 -3.35110 0.15924  0.28
18 H 1.18038 1.50339 -1.45030  0.37
19 H 0.48624 2.36511 1.14680  0.29
20 H 1.56757 3.16398 0.23168  0.26
21 H 2.57511 -0.09945 0.72539  0.37
22 H 2.63510 -0.28749 -1.04090  0.37



Model ii:
The ion C9H11N2 with charge +1, computed with the ωB97M-V functional and the def2-TZVPD basis.

Values from the calculation:
E_LUMO = -0.164 Eh
Frontier orbital gap = 8.62 eV
Molecular weight = 147.20 g mol⁻¹
Total charge = +1
HOMO = -13.090 eV

Last column: Mulliken charge in e.
CARTESIAN COORDINATES (ANGSTROEM)
1 C -1.92254 1.32173 0.03429  -0.11
2 C -0.62394 2.09387 0.07636  -0.61
3 C -1.88286 0.19829 -0.66251  -0.79
4 C 1.80400 1.49115 0.68670  -0.48
5 C 2.35192 -0.33273 -0.62956  -0.06
6 C 0.51610 1.62663 0.52207  0.65
7 C -0.54576 -0.45748 -1.14382  -0.34
8 C 0.11407 -1.05703 0.00789  0.51
9 C -0.71399 -1.69494 1.04781  -1.64
10 N 2.54854 0.81367 -0.20824  -0.29
11 N 1.39228 -1.21589 -0.02605  -0.02
12 H -2.83495 1.88827 0.45750  0.36
13 H -0.79281 3.01886 -0.53324  0.32
14 H -2.85468 -0.17922 -0.77384  0.48
15 H 2.55031 1.94264 1.45407  0.33
16 H 2.97626 -0.92631 -1.44311  0.32
17 H -1.03796 -1.35589 -1.78827  0.28
18 H -0.09383 0.30526 -1.70433  0.56
19 H -0.27622 -1.51718 2.10955  0.38
20 H -0.72242 -2.70731 0.76862  0.45
21 H -1.67591 -1.36706 1.16219  0.45
22 H 1.72438 -1.88938 0.58591  0.26



The least stable of them is model ii.



Model i:
The ion C3H8NS with charge -1, computed with the ωB97M-V functional and the def2-TZVPD basis.

Values from the calculation:
E_LUMO = 0.157 Eh
Frontier orbital gap = 6.57 eV
Molecular weight = 90.17 g mol⁻¹
Total charge = -1
SMILES = C[C@@H](N)C[S-]
HOMO = -2.312 eV

Last column: Mulliken charge in e.
CARTESIAN COORDINATES (ANGSTROEM)
1 C -0.08316 0.87259 -1.02297  -1.08
2 C 0.25153 -0.48143 -0.31132  0.19
3 N 1.55218 -0.44876 0.32228  -0.60
4 C -1.04987 -0.62266 0.68327  -1.03
5 S -1.15374 0.72248 1.88190  -0.61
6 H 0.55786 1.09980 -1.94179  0.31
7 H -1.24107 1.06231 -1.09443  0.25
8 H 0.26271 1.70129 -0.23834  0.24
9 H 0.25895 -1.25279 -1.16398  0.19
10 H 1.41907 -0.77444 1.32304  0.24
11 H 2.22464 0.29647 0.46454  0.23
12 H -1.01503 -1.62713 1.03991  0.38
13 H -1.98407 -0.54774 0.05790  0.29



Model ii:
A cluster of 2 separate species, C3H8NS in total, computed with the ωB97M-V functional and the def2-TZVPD basis.

Values from the calculation:
E_LUMO = 0.138 Eh
Frontier orbital gap = 5.97 eV
Molecular weight = 90.17 g mol⁻¹
Total charge = -1
HOMO = -2.214 eV

Last column: Mulliken charge in e.
CARTESIAN COORDINATES (ANGSTROEM)
1 C -2.67970 0.32456 2.17430  -0.79
2 S -1.11766 0.79880 1.32038  -0.72
3 H -3.35101 -0.40769 1.67142  0.21
4 H -3.37681 1.20493 2.24307  0.17
5 H -2.47416 -0.03816 3.18397  0.18
6 C 2.23168 -1.64705 -2.12965  -0.74
7 C 1.08554 0.26972 -1.47806  -0.21
8 N 2.17921 -0.34770 -1.44712  -0.44
9 H 3.26164 -1.85077 -2.44349  0.27
10 H 1.85206 -2.44814 -1.50397  0.29
11 H 1.69051 -1.54822 -3.08533  0.29
12 H 0.87152 1.28141 -1.13166  0.27
13 H 0.09076 -0.20333 -1.62453  0.24



Model iii:
A cluster of 2 separate species, C3H8NS in total, computed with the ωB97M-V functional and the def2-TZVPD basis.

Values from the calculation:
E_LUMO = 0.154 Eh
Frontier orbital gap = 6.77 eV
Molecular weight = 90.17 g mol⁻¹
Total charge = -1
HOMO = -2.593 eV

Last column: Mulliken charge in e.
CARTESIAN COORDINATES (ANGSTROEM)
1 C -1.26417 2.33111 0.14232  -0.76
2 S -0.66299 1.44722 -1.30290  -0.65
3 H -0.40915 2.75913 0.75990  0.18
4 H -1.79745 3.25002 -0.12094  0.22
5 H -1.91448 1.83473 0.86380  0.25
6 C 1.89091 -1.08549 0.24070  -0.79
7 C 0.80497 -1.89517 0.15229  0.04
8 N -0.32129 -1.58851 -0.60081  -0.34
9 H 1.83154 -0.13719 -0.28631  0.22
10 H 2.78220 -1.35360 0.81824  0.24
11 H 0.70614 -2.84618 0.67162  0.26
12 H -0.54993 -0.55483 -0.85100  -0.07
13 H -1.09630 -2.16124 -0.48691  0.20



The least stable of them is model ii.



Model i:
A cluster of 2 separate species, C4H4N4O3 in total, computed with the ωB97M-V functional and the def2-TZVPD basis.

Values from the calculation:
E_LUMO (alpha / beta) = -0.043 / -0.043 Eh
Frontier orbital gap (alpha / beta) = 7.88 / 7.88 eV
Molecular weight = 156.10 g mol⁻¹
HOMO (alpha / beta) = -9.036 / -9.035 eV

Last column: Mulliken charge in e.
CARTESIAN COORDINATES (ANGSTROEM)
1 C 1.13721 -1.29379 0.61663  -0.31
2 C -0.00566 -0.94672 -0.14594  0.95
3 C 0.41581 0.20887 -0.98888  -1.28
4 C -0.85039 1.99425 0.40668  0.61
5 N 2.11284 -0.50689 0.30919  -0.78
6 N 0.12634 2.16780 1.11792  -0.47
7 N 1.62821 0.39517 -0.62034  0.43
8 N -1.23251 -1.48854 -0.09671  0.72
9 O -1.55866 -2.37628 0.64637  -0.59
10 O -2.27208 -1.01763 -0.85659  -0.36
11 O -1.83982 1.56635 0.00171  -0.36
12 H 1.16803 -2.19646 1.33207  0.38
13 H 0.82343 2.92323 0.99195  0.27
14 H 2.16096 1.12117 -1.10989  0.30
15 H -1.81372 -0.55052 -1.60417  0.48



Model ii:
A structure of composition C4H4N4O3, computed with the ωB97M-V functional and the def2-TZVPD basis.

Values from the calculation:
E_LUMO = 0.001 Eh
Frontier orbital gap = 9.01 eV
Molecular weight = 156.10 g mol⁻¹
HOMO = -8.971 eV

Last column: Mulliken charge in e.
CARTESIAN COORDINATES (ANGSTROEM)
1 C -1.03696 -0.64128 -1.46596  0.47
2 C 0.70927 0.75738 -0.91610  -0.54
3 C 0.79091 0.30158 0.31445  0.59
4 C -0.30267 -0.84658 0.77648  0.30
5 H -2.45710 -1.94116 -1.97596  0.32
6 H 1.35939 1.48738 -1.28320  0.40
7 H 1.75973 2.14444 0.44812  0.32
8 H -2.15436 -1.62032 0.03429  0.34
9 N -0.01563 -0.00835 -1.87006  -0.50
10 N 1.62272 1.04801 1.08859  -0.12
11 N 1.55890 1.00585 2.48681  0.07
12 N -1.11902 -1.24268 -0.29802  -0.20
13 O -2.25923 -1.05856 -2.33274  -0.51
14 O 2.15359 1.83329 3.11493  -0.43
15 O -0.60955 -1.21899 1.87837  -0.53



The least stable of them is model i.



Model i:
An isolated molecule of C3H8N2O2S, computed with the ωB97M-V functional and the def2-TZVPD basis.

Values from the calculation:
E_LUMO (alpha / beta) = -0.035 / -0.035 Eh
Frontier orbital gap (alpha / beta) = 7.15 / 7.15 eV
Molecular weight = 136.18 g mol⁻¹
HOMO (alpha / beta) = -8.106 / -8.107 eV

Last column: Mulliken charge in e.
CARTESIAN COORDINATES (ANGSTROEM)
1 C 0.28486 0.59074 0.74442  -0.97
2 C 1.81639 0.83850 -1.17362  -0.13
3 C -2.01060 -0.06462 0.44482  -0.79
4 N 0.78199 1.23515 -0.48093  -0.02
5 N -0.63008 -0.44675 0.56420  -0.17
6 O 0.50020 -2.77453 1.02439  -0.51
7 O 1.06500 -1.70345 -1.05044  -0.62
8 S -0.04988 -2.24465 -0.18554  0.62
9 H 1.14281 0.17578 1.14244  0.45
10 H -0.03993 1.36557 1.38341  0.43
11 H 1.72673 0.96951 -2.23094  0.27
12 H 2.66766 0.28016 -0.79823  0.31
13 H -2.21074 0.91898 -0.03697  0.26
14 H -2.55398 -0.93987 0.21511  0.31
15 H -2.51297 0.10557 1.43604  0.29
16 H 0.02253 1.69391 -0.99817  0.28



Model ii:
An isolated molecule of C3H8N2O2S, computed with the ωB97M-V functional and the def2-TZVPD basis.

Values from the calculation:
E_LUMO = 0.022 Eh
Frontier orbital gap = 9.50 eV
Molecular weight = 136.18 g mol⁻¹
SMILES = [H]/N=C\O[S@@](N)(=O)=CC
HOMO = -8.911 eV

Last column: Mulliken charge in e.
CARTESIAN COORDINATES (ANGSTROEM)
1 H -3.58509 -1.29416 0.40152  0.27
2 N -3.43078 -0.34149 -0.08115  -0.61
3 C -2.31083 0.19171 -0.06052  0.06
4 O -1.21895 -0.32518 0.43857  -0.38
5 S 0.34512 0.28643 0.44258  1.03
6 N -0.12061 1.90297 -0.18462  -0.60
7 O 0.68189 0.43621 1.81585  -0.62
8 C 1.44989 -0.24001 -0.63893  -0.30
9 C 2.16081 -1.39925 -0.05682  -0.95
10 H -2.20803 1.18579 -0.34247  0.50
11 H -0.52139 2.51319 0.47113  0.24
12 H 0.50226 2.39585 -0.82516  0.24
13 H 0.92275 -0.66607 -1.51211  0.23
14 H 2.27815 -1.33394 1.03467  0.34
15 H 1.81628 -2.22051 -0.57651  0.31
16 H 3.23854 -1.09152 -0.32602  0.24



The least stable of them is model ii.